C26H48O22S4 | ωB97M-V with the def2-TZVPD basis set

Summary:
- Gap between HOMO and LUMO: 8.72 eV
- E_HOMO: -8.5 eV
- E_tot: -4267.418031 a.u.
- Relative energy (zero: lowest compared OMol25 entry of this formula, charge and spin): 0.0 kJ/mol
- Charge: 0

Geometry as XYZ:
```
100
Properties=species:S:1:pos:R:3:forces:R:3:lowdin_charge:R:1
C -24.247569 -0.073729 0.954290 -0.5055 -0.4347 1.0497 -0.246
S -24.054286 -1.671542 0.114249 -0.4433 0.3863 -0.0679 0.838
O -22.566387 -1.869157 -0.052028 -0.3517 -0.1642 0.3699 -0.579
C -24.653335 -2.624908 1.504510 0.8734 -1.3944 -0.3714 -0.272
H -23.576566 -0.121278 1.814669 0.2971 0.0703 -0.1240 0.041
H -25.255157 0.119157 1.420379 0.7568 -0.3490 -0.9911 0.075
H -23.917860 0.676953 0.262028 -0.0398 0.4918 -0.2308 0.038
H -24.575203 -3.727668 1.326459 0.2020 1.0766 -0.1376 0.046
H -25.715995 -2.443158 1.602644 -0.1011 0.4462 0.4055 0.064
H -24.016315 -2.377543 2.364302 -0.5754 0.0268 0.0779 0.059
C -21.213258 -3.323344 10.002056 2.0372 0.2349 -0.2778 -0.275
S -21.904200 -3.190722 8.344728 0.3931 -0.1969 0.7047 0.797
O -23.259987 -2.632718 8.550106 -0.8609 0.1868 -0.2514 -0.557
C -20.911020 -1.871603 7.742494 0.1889 0.9946 -0.2142 -0.276
H -20.138514 -3.652916 9.848738 -1.0168 0.4407 0.1920 0.066
H -21.697636 -4.184786 10.453354 -0.3056 0.4030 0.4593 0.038
H -21.198737 -2.335379 10.563706 -0.4616 -1.3849 -0.6225 0.084
H -20.944398 -0.949650 8.353601 -0.1569 -0.5772 -0.1822 0.087
H -21.236008 -1.690089 6.732495 -0.7103 0.4009 -0.3147 0.009
H -19.901379 -2.151322 7.521806 0.8482 -0.5396 0.5164 0.036
C -17.544149 -1.690500 5.491900 -0.3505 0.0830 0.0383 -0.268
S -17.075516 -3.398177 5.623321 -0.6425 -0.0241 0.8944 0.757
O -16.754889 -3.841831 4.265412 0.3544 -0.4899 -1.1493 -0.543
C -15.536555 -3.097094 6.485183 0.1443 0.2407 0.0474 -0.275
H -16.749972 -1.229213 4.873847 -0.6763 0.1066 0.2723 0.072
H -17.563106 -1.326458 6.526860 0.0140 0.3381 -0.3114 0.055
H -18.571287 -1.641096 5.066163 0.8532 0.1907 0.1133 0.041
H -15.782911 -2.775473 7.516383 0.3208 -0.5638 -0.4029 0.060
H -14.993222 -2.277427 5.997485 -0.0153 -0.2977 -0.0371 0.057
H -14.988188 -4.047197 6.381742 -0.0642 0.4847 0.4866 0.057
C -16.649333 -3.948378 -0.692015 0.8427 -0.2734 -0.7045 -0.254
S -15.454910 -2.587732 -0.824536 -0.0936 -0.5397 -1.3928 0.782
O -16.090195 -1.424967 -0.155403 0.0792 0.0183 0.5424 -0.564
C -14.183220 -3.304992 0.196584 0.2170 0.4707 1.1356 -0.284
H -17.519950 -3.479082 -1.067724 -1.1113 0.4750 -0.2995 0.006
H -16.779154 -4.189233 0.344192 -0.0612 -0.3910 0.5526 0.048
H -16.454050 -4.828413 -1.346541 0.2972 0.5908 0.7245 0.075
H -13.949445 -4.307080 -0.176324 -0.0488 0.1808 -0.0419 0.054
H -14.648819 -3.393045 1.221393 0.9006 0.1963 -0.8074 0.072
H -13.271655 -2.638138 0.129030 -1.1031 -0.7776 0.3944 0.066
C -17.648034 -8.954762 2.483941 -0.1050 0.7135 -1.7015 -0.073
C -18.337926 -9.497759 1.215588 -0.7109 -0.0954 -0.1292 -0.087
O -17.586650 -8.908053 0.115279 -0.4381 -0.9194 1.0991 0.073
C -16.725418 -8.034188 0.641469 0.8421 1.1746 -1.9876 -0.628
O -16.046611 -7.303722 -0.029216 -0.0478 -0.1772 0.0050 0.122
O -16.691256 -8.024634 1.948230 -0.2086 -0.3996 1.4191 0.087
H -17.134982 -9.677109 3.035409 0.8627 -1.2227 0.8487 0.105
H -18.284633 -8.390679 3.122478 -0.7517 0.2958 0.4329 0.119
H -19.342886 -9.085935 1.139253 0.1253 -0.2360 0.0263 0.088
H -18.406697 -10.603651 1.140140 0.5246 0.7309 -0.0806 0.136
C -21.782786 -5.037208 -1.140980 -0.6017 1.0012 -0.6395 -0.107
C -20.344582 -4.704713 -1.400718 1.7472 -0.4397 -1.0118 -0.096
O -19.726664 -5.920887 -0.908201 0.6595 -0.1817 0.3691 0.053
C -20.508007 -6.414346 0.074276 1.5502 -0.9206 0.5543 -0.574
O -20.150709 -7.194412 0.934727 -0.4898 1.0543 -1.0717 0.124
O -21.710789 -5.908647 -0.029396 -1.3168 0.2224 1.1343 0.079
H -22.256481 -5.616136 -1.934611 0.0869 0.3178 -0.2395 0.144
H -22.338164 -4.126997 -0.902077 -0.2147 -0.3058 0.1150 0.106
H -19.866491 -3.876112 -0.849878 -0.8147 -0.1328 0.0409 0.120
H -20.008854 -4.580803 -2.461236 -0.7068 -0.2355 0.7976 0.152
C -18.761836 1.239725 2.452224 -0.0328 0.5086 0.0790 -0.090
C -20.102162 1.348890 1.644470 1.3203 0.3155 -1.2206 -0.088
O -21.140625 1.373526 2.614289 0.8132 0.1821 0.2007 0.081
C -20.574049 1.600895 3.785991 0.9460 0.1254 3.3327 -0.508
O -21.165702 1.690238 4.844433 0.8914 0.4071 -1.8656 0.099
O -19.164412 1.697695 3.759192 -2.6080 -0.4935 -0.7979 0.027
H -17.943263 1.917239 2.148794 -0.6443 -0.3183 -0.3391 0.134
H -18.337531 0.236987 2.547414 -0.3647 -0.0520 -0.1711 0.122
H -20.299787 0.539149 0.955576 0.1254 -0.4105 0.0960 0.125
H -20.116712 2.268789 1.032973 -0.1254 -0.1624 0.5147 0.134
C -25.161865 -5.720210 6.226463 -0.4744 0.7461 -1.2041 -0.060
C -25.049637 -4.229738 5.950919 0.0042 -0.2837 0.3392 -0.077
O -24.444714 -4.250082 4.650328 1.2853 2.1818 1.5337 0.063
C -24.866690 -5.292593 4.018846 -0.3735 0.0082 -4.5098 -0.578
O -24.832855 -5.271248 2.765090 -0.2626 -1.6783 3.6164 0.061
O -25.355774 -6.212253 4.853025 -0.0592 -0.5470 0.2325 0.079
H -26.046782 -5.877203 6.802877 -0.5256 -0.6862 0.2750 0.123
H -24.291014 -6.194653 6.665827 0.1452 0.0626 -0.0591 0.133
H -24.492544 -3.728415 6.748619 0.2187 0.3011 -0.6260 0.108
H -26.019571 -3.745822 5.766438 0.1040 -0.2167 0.5701 0.150
C -21.299219 -4.572103 3.087502 -1.1775 -0.2650 0.5333 -0.065
C -20.634907 -3.703241 2.074150 1.0445 -0.2665 -2.0233 -0.090
O -20.296079 -2.512378 2.805939 1.3441 0.6657 -3.3084 0.104
C -20.896436 -2.482466 3.940093 -0.1419 1.1327 1.0358 -0.655
O -20.976623 -1.502092 4.642845 0.1194 -0.2456 -0.0158 0.112
O -21.337937 -3.662178 4.220348 -1.9737 -2.5482 1.5895 0.093
H -20.849763 -5.525050 3.392904 0.3499 0.5499 -0.1131 0.141
H -22.314154 -4.809411 2.712871 0.2430 0.2029 0.7443 0.121
H -21.340697 -3.463100 1.228952 0.8137 0.2097 0.9275 0.112
H -19.708705 -4.168902 1.649994 -0.5769 0.6522 0.4481 0.147
C -24.191598 1.669510 5.780377 1.6005 -0.4210 0.3397 -0.115
C -23.449548 0.312157 5.901690 -0.4367 -0.1521 -0.9834 -0.038
O -24.186391 -0.551289 4.922053 1.1675 0.0648 1.7588 0.083
C -25.187405 0.140369 4.486846 -2.7014 0.9112 -1.8451 -0.645
O -26.119078 -0.241143 3.823235 0.4724 -0.9280 -0.1058 0.109
O -25.152739 1.455350 4.771396 0.4805 0.2645 0.5669 0.066
H -23.392441 2.363263 5.460881 -0.8916 0.2200 0.1797 0.121
H -24.677139 1.945419 6.715715 0.0118 0.2475 -0.1265 0.127
H -23.515242 -0.129118 6.900903 0.1793 -0.1592 -0.3878 0.124
H -22.458425 0.433088 5.460001 -0.2262 -0.5058 0.7630 0.073
```
Forces are in eV/Å.

C57H48Cl5N4OP2RuS2 | ωB97M-V with the def2-TZVPD basis set

Summary:
- 2S+1: 2
- <S²>: 0.7674
- Gap between HOMO and LUMO (spin up / spin down): 5.64 / 5.42 eV
- E_HOMO (spin up / spin down): -7.0 / -6.8 eV
- E_tot: -6369.993082 a.u.
- Relative energy (zero: lowest compared OMol25 entry of this formula, charge and spin): 0.0 kJ/mol
- Charge: 0

Geometry as XYZ:
```
120
Properties=species:S:1:pos:R:3:forces:R:3:lowdin_spin:R:1
Ru -0.310694 -1.149493 0.242034 -1.3731 -0.7257 -0.2471 0.632
C -3.154506 3.919401 2.526051 0.0354 0.1193 0.0127 0.000
C -2.502245 2.797196 3.007400 -0.0872 -0.0434 0.0248 0.000
C -2.229103 1.745126 2.156349 -0.0468 -0.1289 -0.1276 0.000
C -2.568178 1.823161 0.810286 0.3090 0.0098 -0.1922 0.001
C -3.228856 2.947793 0.327210 0.0531 -0.1926 0.0265 0.001
C -3.530119 3.985079 1.194287 -0.1100 0.0830 0.0094 0.000
P -2.089144 0.377700 -0.215857 -0.3910 0.0730 0.7660 0.006
C -2.193168 1.053322 -1.909653 0.0344 -0.0764 0.0678 0.001
C -0.990844 1.516674 -2.443288 0.0567 0.1328 0.1248 -0.001
C -0.948772 2.063636 -3.710728 -0.0545 0.1828 -0.0867 0.000
C -2.106552 2.148466 -4.466727 0.0591 0.0330 -0.0248 0.000
C -3.294688 1.654917 -3.958096 -0.1855 0.1239 -0.0947 0.000
C -3.344161 1.100600 -2.689688 0.1631 0.0596 0.0907 0.000
C -3.547904 -0.634562 0.162558 -0.1501 0.1448 -0.2168 -0.004
C -4.842089 -0.195030 0.019794 0.4015 -0.0872 -0.0690 0.003
C -5.909048 -1.012630 0.410425 -0.1977 -0.1967 0.0845 -0.002
C -5.657154 -2.218944 1.002354 -0.1330 0.0813 -0.0783 0.003
C -4.338748 -2.667582 1.228753 0.1819 0.1121 -0.0437 -0.001
C -4.074081 -3.873127 1.905874 0.0431 -0.1293 0.1049 0.012
C -2.782990 -4.252982 2.141021 -0.2337 0.0075 0.0475 -0.001
C -1.711195 -3.476117 1.675747 0.0561 0.2183 -0.0938 0.014
C -1.896614 -2.312797 0.955931 0.1328 0.1107 -0.3470 -0.006
C -3.245725 -1.878501 0.777589 -0.2815 -0.1708 0.0985 -0.001
H -3.356577 4.747814 3.186743 -0.0747 0.1076 0.0699 0.000
H -2.202806 2.735975 4.042620 -0.0094 0.0344 0.1580 0.000
H -1.741661 0.847485 2.513793 -0.0375 0.1546 0.0334 0.000
H -3.503144 3.014908 -0.718453 0.0301 0.0399 -0.0226 0.000
H -4.056509 4.854421 0.827447 -0.0146 0.0924 -0.0423 0.000
H -0.079111 1.409868 -1.865476 0.0576 -0.0480 0.0437 -0.001
H -0.011575 2.411702 -4.118629 0.1308 0.0637 -0.0109 0.000
H -2.076463 2.576397 -5.457554 -0.0220 0.0366 -0.1028 0.000
H -4.193215 1.691455 -4.554187 -0.1031 -0.0189 -0.0867 0.000
H -4.270366 0.678989 -2.329409 -0.0584 0.0105 0.0160 0.000
H -5.044229 0.788520 -0.378570 -0.0350 0.0912 -0.0042 0.000
H -6.923135 -0.676930 0.247273 -0.0845 -0.0051 0.0500 0.000
H -6.471809 -2.853444 1.319556 -0.1344 -0.0516 0.0535 0.000
H -4.905689 -4.466352 2.252723 -0.1169 -0.1411 0.0558 0.001
H -2.574635 -5.164725 2.682918 -0.0155 -0.1081 0.0431 0.000
H -0.709989 -3.837458 1.884694 0.0238 0.0604 -0.0763 0.001
N 1.068757 0.303045 0.131859 0.4129 1.0960 -0.1865 0.225
P 1.967382 1.321906 0.898913 -0.3511 0.2412 -0.5372 0.059
C 2.141393 1.348405 2.751170 0.0319 -0.0191 -0.4572 -0.001
C 1.005205 1.809995 3.406517 0.0407 0.0461 0.0459 0.000
C 0.998995 1.981960 4.776743 -0.1145 0.0351 0.0056 0.000
C 2.131182 1.676964 5.516533 0.0435 0.0067 0.0443 0.000
C 3.260522 1.205592 4.870305 0.1363 -0.0212 0.2083 0.000
C 3.276630 1.054499 3.492553 -0.0678 0.0615 -0.0565 0.000
C 3.652706 1.483678 0.186632 -0.4650 -0.0573 0.1437 0.017
C 4.725495 0.646367 0.469210 0.0361 0.0715 0.0692 0.004
C 5.956694 0.877669 -0.122119 0.1177 -0.0202 0.0193 0.000
C 6.133062 1.940255 -0.992340 0.0228 -0.0664 -0.0249 0.003
C 5.050832 2.737122 -1.327109 0.0127 0.0268 -0.1397 0.000
C 3.815512 2.494319 -0.758389 0.0255 0.0994 0.0544 0.004
C 1.389965 3.074855 0.792168 0.0620 -0.3152 0.0290 0.007
C 0.195550 3.383114 0.168702 0.0776 -0.2696 -0.0337 0.000
C -0.240081 4.693659 0.083915 -0.0565 0.1536 -0.0322 0.000
C 0.517464 5.706536 0.641053 -0.0956 0.0350 -0.0439 0.000
C 1.704054 5.402361 1.291751 0.1804 0.0551 0.1076 0.000
C 2.143541 4.094968 1.366188 -0.0989 -0.0043 -0.0251 0.001
H 0.133049 2.062790 2.819745 -0.0210 0.0363 0.0852 0.000
H 0.117149 2.369052 5.265449 -0.1092 0.0387 0.0765 0.000
H 2.135859 1.824807 6.587474 0.0172 -0.0208 0.0697 0.000
H 4.145564 0.965319 5.440322 0.1076 0.0113 0.0613 0.000
H 4.185635 0.735392 3.008869 0.0763 -0.0826 -0.0458 0.000
H 4.612165 -0.195557 1.132318 -0.0130 -0.0699 -0.0340 0.000
H 6.781858 0.215234 0.096476 0.0547 -0.0296 0.0420 0.000
H 7.105514 2.135583 -1.420514 0.0691 -0.0091 -0.0598 0.000
H 5.160156 3.545369 -2.034234 0.0518 0.0862 -0.0833 0.000
H 2.967672 3.105054 -1.036274 0.0501 0.0847 -0.0164 0.000
H -0.401096 2.582369 -0.239040 0.1144 0.0826 -0.0189 0.000
H -1.169802 4.913124 -0.417312 -0.1162 0.0584 -0.0366 0.000
H 0.185955 6.731914 0.576105 -0.0418 0.1065 0.0026 0.000
H 2.287536 6.190256 1.744596 0.0713 0.0881 0.0218 0.000
H 3.072621 3.858370 1.867192 0.0801 0.0271 0.0622 0.000
C 3.379544 -0.232178 -3.074017 -0.3331 -0.4759 0.5576 0.000
S 2.781980 -1.513112 -1.885276 -0.0646 0.0464 -2.0416 0.000
C 2.847475 -2.897335 -3.103868 -0.0939 0.4612 0.4767 0.000
O 3.919014 -1.751124 -0.995185 0.9571 -0.1394 0.8397 0.001
H 4.350109 -0.534132 -3.452505 0.1242 -0.1164 -0.0288 0.000
H 3.464826 0.699303 -2.524141 -0.0215 0.0407 0.0757 0.000
H 2.660274 -0.129861 -3.876963 -0.1728 0.0605 -0.2424 0.000
H 2.142024 -2.710912 -3.905286 -0.1249 0.0338 -0.2108 0.000
H 2.561319 -3.801258 -2.576750 -0.0557 -0.0480 0.0898 0.000
H 3.861743 -3.002895 -3.476645 0.1279 0.1244 -0.0350 0.000
Cl 2.541069 -1.476359 1.938412 0.3927 -0.2991 0.5298 0.004
C 2.204172 -2.834710 0.945989 -0.2643 -0.2815 -0.1488 0.006
C 0.991056 -2.869376 0.247902 0.0859 0.0487 0.4677 0.006
C 0.791743 -4.069226 -0.454186 0.1377 0.2263 0.2209 0.002
Cl -0.706184 -4.362231 -1.247444 -0.2759 -0.3957 -0.2926 0.003
C 1.731372 -5.096869 -0.523465 0.0267 0.0060 0.1538 -0.001
Cl 1.404597 -6.528392 -1.425409 0.0702 -0.0941 -0.0548 -0.001
C 2.942070 -4.975795 0.150573 -0.0691 0.1765 0.0672 0.004
Cl 4.119311 -6.220179 0.072340 0.1247 -0.1335 -0.0363 0.001
C 3.173998 -3.831623 0.903262 -0.2175 -0.1583 -0.0498 0.000
Cl 4.646254 -3.655987 1.760535 0.2471 -0.0474 0.0885 0.000
C 1.412690 -2.677803 4.946187 0.0457 0.0228 0.0002 0.000
C 0.378532 -1.552365 5.014249 0.2014 -0.2079 0.7774 0.000
C -0.050860 -1.136290 3.710245 -0.6461 0.4512 -1.0578 0.001
N -0.423169 -0.801288 2.675723 0.8335 -0.5994 -0.3069 0.002
H 1.631011 -3.037442 5.948256 -0.0308 -0.0187 0.0728 0.000
H 2.334394 -2.321976 4.494025 0.0082 -0.0519 -0.0110 0.000
H 1.029657 -3.502690 4.350968 0.0401 -0.1147 -0.0420 0.000
H 0.793222 -0.677572 5.525080 -0.1079 -0.0776 -0.0289 0.000
H -0.510379 -1.884627 5.559509 0.0561 0.0867 -0.0055 0.000
N -2.339929 -0.759440 -6.996617 0.0506 -0.8416 1.0568 0.000
C -3.035149 -1.163803 -5.872319 -3.3275 0.9086 -3.4756 0.000
S -4.737802 -1.204138 -5.987438 1.6722 0.1088 0.1024 0.000
C -2.379381 -1.423865 -4.661666 2.2266 -0.8443 3.4115 0.000
C -1.000741 -1.151612 -4.432424 -1.6606 -0.1102 -1.0045 0.000
C -0.499215 -1.238409 -3.163305 0.1955 -0.3309 1.1755 0.000
N -1.205992 -1.655750 -2.102600 0.5129 0.1922 0.0100 -0.006
C -2.462401 -2.081040 -2.343095 0.8070 -0.1414 0.7937 0.000
C -3.080868 -1.959746 -3.549013 0.2493 0.2805 -1.5083 0.000
H -2.894227 -0.733262 -7.840230 -0.0756 0.0606 0.1307 0.000
H -1.426549 -1.171014 -7.121729 0.1661 0.2026 -0.0037 0.000
H -0.372728 -0.801799 -5.237844 0.0979 0.1535 0.0363 0.000
H 0.521601 -0.950700 -2.944370 -0.0801 0.0777 -0.0172 0.000
H -2.978407 -2.548377 -1.518596 0.0163 0.1196 0.1005 0.000
H -4.108271 -2.267020 -3.671413 -0.0123 0.0168 0.0361 0.000
```
Forces are in eV/Å.

CH5FOSi | ωB97M-V with the def2-TZVPD basis set

Summary:
- 2S+1: 3
- <S²>: 2.0040
- Gap between HOMO and LUMO (spin up / spin down): 4.96 / 9.30 eV
- E_HOMO (spin up / spin down): -4.4 / -11.2 eV
- E_tot: -505.497917 a.u.
- Relative energy (zero: lowest compared OMol25 entry of this formula, charge and spin): 164.4 kJ/mol
- Charge: 0

Geometry as XYZ:
```
9
Properties=species:S:1:pos:R:3:forces:R:3:nbo_charge:R:1
C 1.362297 -0.214163 -0.114445 3.5768 0.8305 -1.9996 0.040
O -1.587774 0.968861 -0.284214 -1.0719 2.4746 -1.1789 -1.110
F 1.735927 0.946646 0.437421 -0.4733 0.3963 0.3716 -0.328
Si -1.058734 -0.360258 0.363026 -1.4108 -2.1642 3.0251 0.938
H 2.120408 -0.958647 0.155199 -0.5646 -0.3463 -0.2580 0.154
H 1.059526 -0.025663 -1.190066 0.0820 -0.6639 1.2156 0.151
H -1.190241 1.583224 -0.898196 0.1876 -0.0726 0.0445 0.514
H -1.075886 -0.367842 1.888238 -0.1290 -0.0115 -1.0186 -0.167
H -1.365527 -1.572162 -0.356959 -0.1967 -0.4429 -0.2017 -0.193
```
Forces are in eV/Å.

The highest relative energy (zero: lowest compared OMol25 entry of this formula, charge and spin) belongs to which entry? CH5FOSi

Number 1 is which compound? C26H48O22S4

relative energy (zero: lowest compared OMol25 entry of this formula, charge and spin) of number 2 (C57H48Cl5N4OP2RuS2)? 0.0 kJ/mol